# C6H9EuO4

A molecular structure, C6H9EuO4 (ωB97M-V/def2-TZVPD, OMol25).

Atoms and positions in Å:
C1 -1.446 -1.992 2.876
H1 0.450 0.173 2.678
C2 -0.575 0.161 3.056
O1 -1.158 1.613 -1.093
H2 1.692 0.426 -4.553
C3 1.845 0.412 -2.396
C4 -0.244 0.785 -1.371
H3 -1.524 -2.959 3.389
C5 1.792 -0.295 -3.731
H4 2.721 -0.862 -3.880
O2 -1.974 -1.776 1.792
Eu1 -2.035 -0.146 0.302
O3 0.672 1.218 -2.204
H5 1.919 -0.299 -1.562
O4 -0.926 -1.062 3.636
H6 -1.049 2.148 2.637
C6 -1.401 1.203 3.053
H7 2.695 1.103 -2.344
H8 0.948 -0.998 -3.770
H9 -2.401 1.148 3.486

Cartesian forces, eV/Å:
-1.35 -0.25 0.45
-0.25 -0.01 0.13
-0.15 0.71 -0.29
-0.08 -0.34 0.08
0.01 -0.21 0.24
0.18 -0.22 0.05
-0.62 -0.33 0.98
0.30 0.13 -0.14
0.05 -0.10 -0.18
-0.23 0.13 0.00
0.91 -1.53 1.60
0.35 2.25 -2.86
0.05 0.32 0.00
-0.01 0.13 -0.19
0.54 -0.33 0.07
-0.10 -0.19 0.16
0.20 -0.24 -0.05
-0.25 -0.15 0.00
0.20 0.19 0.00
0.26 0.03 -0.04

Calculated values
HOMO energy (spin up / spin down) (eV): -11.09 / -11.22
2S+1: 8
Charge: +1
<S²>: 15.76
ΔE to the lowest compared entry with this formula, charge and spin (kJ/mol): 0.00
LUMO energy (spin up / spin down) (eV): -4.05 / -3.99
Max |F| (Eh/bohr): 0.0711
Frontier orbital gap (spin up / spin down) (eV): 7.04 / 7.23